No. 1
Computed, not measured: a molecular structure, C28H37ClMgN4P2 at a distorted geometry, with ωB97M-V/def2-TZVPD.

Output
Kohn-Sham gap (alpha / beta) ... 0.1776 / 0.1819 Eh
E_tot ... -2650.72747 hartree

Geometry as ORCA input:
```
! wB97M-V def2-TZVPD RIJCOSX def2/J DEFGRID3
* xyz 0 1
C -1.2420 -0.6112 -7.5383
C -3.9918 -2.1506 -2.5263
H -4.8613 -3.6718 0.3138
Mg -0.1045 1.9539 -2.1762
C -4.3895 -3.1155 -0.5017
C -1.8138 1.0668 0.4975
H -5.8626 -3.3187 -2.2035
H 4.2891 -4.5700 -1.4183
H 1.2542 2.4950 -5.5949
H 3.6858 -0.4822 0.0755
C -2.6564 0.3553 -3.9943
H -2.4000 2.0639 -1.3229
C 4.3755 -2.5954 -0.2894
H -1.4281 -1.5675 -7.0298
H -2.5073 2.4750 -6.4717
H 0.7114 -0.3379 -4.2430
Cl -1.6767 -0.2463 1.5492
H -1.1287 1.7122 -9.0042
N 2.7837 -1.5798 -1.5513
C 0.3705 2.6014 -7.6341
C 0.7148 0.5697 -6.3402
H -1.5889 -0.7748 -8.5752
N 2.6872 0.9009 -2.7368
C 0.2363 -0.2641 -7.5182
H 4.1389 3.8580 -2.8591
H 2.1165 1.1145 -0.1650
H -0.3285 -2.8823 -2.9321
H 2.1108 2.6819 -1.6179
H 0.5001 0.2607 -8.4517
H -3.0721 0.0163 -6.5191
C -2.1275 0.4386 -6.8908
C -1.0917 2.3329 -8.0899
H -3.7389 1.7646 -5.2113
H 2.3541 -3.2585 -2.8655
C -3.1532 -2.4893 -0.4621
N -2.0645 0.4130 -2.7665
H 5.2240 2.0257 -4.5155
H 5.1259 -2.7882 0.4801
H -1.1032 -1.8789 -4.1757
C -0.4885 -1.8359 -3.2510
P 1.6011 -0.3001 -1.9982
H -2.4624 -2.3800 0.3647
H 3.8005 -0.2746 -4.1419
H 1.2056 0.0120 -5.5577
C 3.6600 -1.4084 -0.4631
H -2.8599 1.1733 0.2533
C 1.0876 0.8360 -0.3999
H 0.9904 2.3025 -8.4895
C -2.7091 2.5417 -3.4205
H 0.7998 0.0870 0.3524
P -1.3398 -0.9010 -1.8050
C -2.1762 1.8132 -2.3429
C 2.9443 -2.8982 -2.0268
H 0.8209 -1.1996 -7.5761
C 3.8199 2.8337 -2.9888
H -2.7676 -0.5912 -4.4751
H 1.5992 -1.8696 -3.9944
N -2.8883 -1.8810 -1.6992
H -1.5548 3.2904 -8.4052
C 3.9344 -3.5313 -1.2815
H -1.2833 1.9465 0.8808
C 0.8831 -1.1545 -3.5210
C 3.6988 0.6832 -3.6610
C 2.7306 2.2548 -2.3790
H -4.0377 -1.7731 -3.5391
H 0.4809 1.7675 -0.1582
C -3.1483 1.6017 -4.3413
C 4.4074 1.8656 -3.8378
C -4.9274 -2.9260 -1.8263
H -2.7026 3.6144 -3.4865
C -1.9962 1.7353 -7.0827
C 0.7713 1.8955 -6.3650
H 0.4757 3.6942 -7.5580
*
```

Atomic partial charges in e from the Mulliken method, atoms 1 to 8: atom 1 (C): -1.27, atom 2 (C): -0.27, atom 3 (H): 0.40, atom 4 (Mg): 1.00, atom 5 (C): -0.73, atom 6 (C): -1.18, atom 7 (H): 0.44, atom 8 (H): 0.39

No. 2
Computed, not measured: a molecular structure, C28H37ClN2O3PTc, with ωB97M-V/def2-TZVPD.

Output
Kohn-Sham gap (alpha / beta) ... 0.2819 / 0.2569 Eh
<S²> ... 3.785
E_tot ... -2306.51586 hartree

Geometry as ORCA input:
```
! wB97M-V def2-TZVPD RIJCOSX def2/J DEFGRID3
* xyz 1 4
C 0.6830 0.4295 2.0052
H 0.0288 1.5057 5.2142
C 3.1669 2.3167 0.0691
H -3.0215 -1.9790 -0.2491
H 1.0780 2.5397 -2.4519
H 3.1377 4.0004 -2.3285
H -2.0523 0.7611 4.1522
C -4.7527 -0.1957 -0.7387
C 0.9248 -3.9437 0.7211
H -1.0396 3.8268 1.4194
H -5.0480 -1.2297 -0.8547
C -5.6768 0.8029 -0.8895
C 0.6184 1.0882 4.3971
P 1.3965 2.7340 -0.1019
C 4.1017 3.4568 0.4690
C 0.5431 -2.6482 0.3370
H -1.7338 -4.8072 2.6476
H 5.4281 -0.9215 0.7544
C -0.3536 4.6078 1.0996
H 1.7552 4.9307 0.7418
O -1.7801 1.8219 -0.0175
H -0.4305 5.4419 1.7960
O 1.8995 0.0412 -1.5469
C 2.8212 -2.3216 -0.6650
C -5.2977 2.1396 -0.7175
H -2.1632 0.3793 2.4415
H 5.1302 3.0966 0.4750
H 3.2321 1.4998 0.7911
H 2.1694 5.3067 -1.6384
C 3.0009 -3.7982 -0.5375
H -1.3379 -0.7322 3.5434
H 3.1174 -1.9621 -1.6554
H 3.8841 3.8328 1.4682
C 1.1191 3.3982 -1.7781
C -2.5519 -1.0006 -0.1640
H 0.8168 -0.6505 2.1255
H 1.6778 0.8785 2.0238
C -1.5115 0.3217 3.3140
H 0.1128 3.8268 -1.7564
C -1.5330 -2.9874 1.5355
C -3.0275 1.4645 -0.2719
Cl -7.3195 0.4266 -1.2810
H 4.0526 4.2956 -0.2230
H 1.4347 3.7958 2.0307
C 1.0887 4.1177 1.0436
H 5.4169 -2.5763 0.1246
H 3.8770 -4.2404 -0.9901
C -0.7486 -2.2198 0.6764
C -1.1135 -4.2280 1.9795
C 1.2353 -0.5721 -0.7236
H 0.9230 0.0802 4.6850
H 0.4375 -5.7000 1.8204
C 4.9637 -1.5865 0.0303
O 3.5741 -1.6123 0.3176
H -6.0405 2.9174 -0.8326
C 2.1352 4.4231 -2.2766
H 1.8681 4.7557 -3.2790
N 1.4387 -1.9042 -0.4537
H 1.5208 1.6912 4.2898
H -3.6990 3.4968 -0.2836
H 2.3102 -5.5805 0.3309
H 5.1452 -1.2039 -0.9797
H 3.4544 1.8726 -0.8866
C -3.9987 2.4660 -0.4098
C 2.1492 -4.5218 0.1751
C 0.1016 -4.7116 1.5356
H -0.4195 2.0859 2.8172
H -2.4756 -2.5829 1.8771
N -1.3063 -0.9835 0.2032
C -3.4119 0.1167 -0.4208
Tc -0.1046 0.7393 0.1194
H -0.6960 4.9589 0.1258
C -0.1922 1.0516 3.0984
*
```

Atomic partial charges in e from the Mulliken method, atoms 1 to 8: atom 1 (C): -1.06, atom 2 (H): 0.44, atom 3 (C): -0.38, atom 4 (H): 0.61, atom 5 (H): 0.41, atom 6 (H): 0.32, atom 7 (H): 0.52, atom 8 (C): -1.17

No. 3
Computed, not measured: a molecular structure, C28H37CoN9O2S3, with ωB97M-V/def2-TZVPD.

Output
Kohn-Sham gap (alpha / beta) ... 0.2550 / 0.2550 Eh
E_tot ... -4309.66089 hartree

Geometry as ORCA input:
```
! wB97M-V def2-TZVPD RIJCOSX def2/J DEFGRID3
* xyz 1 1
Co 0.1306 0.9131 -0.5741
N -3.4185 -2.0552 1.2201
H -2.4820 6.1988 1.4144
C 1.3960 -3.4469 2.5196
H -5.1952 -0.8591 4.3030
C 1.0272 -2.7137 -2.6817
H -0.5994 -3.3746 1.6863
H 4.3856 5.4245 -4.9105
O 0.5413 0.7124 -3.8408
C 2.3731 2.7116 -5.2702
C -0.9518 -0.8679 -2.4173
C 2.5381 3.4140 -2.9722
C 2.7504 -2.8909 2.1311
H -4.6698 -3.7320 1.5903
C 1.1318 -1.6406 -1.8119
H -0.3862 -1.2506 0.9115
H -5.3040 -1.8443 2.8469
C 3.3845 4.4591 -3.2790
H -3.2799 -3.5577 2.6793
N 1.1864 1.8323 -1.8857
H -4.6609 -2.5462 4.3465
H -2.4377 -2.2892 -0.6310
H -3.1387 0.6394 4.4054
O 2.1669 3.5455 -0.6137
H -2.0579 -1.9895 -3.8634
C -1.8981 5.3058 1.1998
S -0.3816 2.7620 0.4901
H -4.2065 -2.4225 -0.6649
H -3.4429 -0.8291 -0.4688
C 3.8566 -0.6620 2.0128
C -1.1517 -1.9316 -3.2768
N -3.3709 -1.1812 3.3521
H 1.9767 2.0415 -6.0210
H 3.2494 1.3410 0.2147
N 0.4885 -1.7425 1.0565
H -2.7961 0.3375 -2.8434
H 3.7568 5.1237 -2.5113
N -2.2405 2.3249 -1.4060
S -2.0539 0.2360 1.5369
H 4.2704 1.4156 2.3963
C -3.0001 -1.0786 2.0554
C 3.4120 0.7574 2.2662
C 1.1705 1.5709 -3.2610
C -2.7227 -0.3701 4.3740
H 4.5360 -0.7149 1.1549
C -1.8571 0.2688 -2.3070
C 2.0493 2.5665 -3.9373
H 1.0520 -2.9726 3.4410
N 1.5011 0.3001 0.7344
H -0.2565 -3.7046 -4.0881
H 1.8531 -3.4020 -2.7878
C 3.2289 3.7590 -5.5978
H 3.1616 -3.4587 1.2877
C 2.5948 1.2199 1.0817
N 0.1529 -0.7599 -1.6576
H -1.8455 4.6857 2.0914
H 2.0258 -1.4690 -1.2273
H 0.6624 -3.7677 0.5188
H 4.3787 -1.0778 2.8747
H 3.5132 3.9145 -6.6300
C -0.1426 -2.8725 -3.4064
C -1.7982 3.0846 -0.4389
H -3.0385 -4.0889 1.0095
C 1.9705 2.9849 -1.6621
C -3.3684 -1.8841 -0.2206
H -0.9013 5.5959 0.8769
C 1.5689 -0.9430 1.1920
S -2.7915 4.4712 -0.1226
H 3.4557 -2.9873 2.9560
C -4.7046 -1.6472 3.7300
N -1.4602 1.2239 -1.5545
H 2.8168 0.7930 3.1821
H 1.4718 -4.5199 2.6932
H 2.1676 2.1984 1.2739
H -1.6577 -0.2962 4.1754
C -3.6230 -3.4311 1.6564
C 3.7260 4.6180 -4.6189
C 0.4276 -3.1501 1.3941
H -2.8825 -0.8538 5.3371
N 2.6670 -1.4743 1.7908
*
```

Atomic partial charges in e from the Mulliken method, atoms 1 to 8: atom 1 (Co): -1.32, atom 2 (N): 0.27, atom 3 (H): 0.39, atom 4 (C): -0.79, atom 5 (H): 0.42, atom 6 (C): -1.11, atom 7 (H): -0.01, atom 8 (H): 0.42

No. 4
Computed, not measured: a molecular structure, C28H37FLaN7O3PS2 at a distorted geometry, with ωB97M-V/def2-TZVPD.

Output
Kohn-Sham gap (alpha / beta) ... 0.1509 / 0.3001 Eh
<S²> ... 0.765
E_tot ... -2967.66707 hartree

Geometry as ORCA input:
```
! wB97M-V def2-TZVPD RIJCOSX def2/J DEFGRID3
* xyz 0 2
H -1.6039 -3.3333 2.1852
H 0.0560 -3.7172 2.5761
H 5.0513 2.2730 1.1899
P 1.2988 2.5649 -1.8579
C 1.0583 -2.8527 -1.3548
H 2.7624 -2.5066 3.3506
C -2.3033 2.2967 4.4802
H -5.6770 -2.4087 -0.7639
O 0.4148 3.3784 -2.8930
C 3.0144 4.5646 -1.8992
H -0.9614 3.1903 -5.1834
C 4.3239 4.9131 -2.5614
C -2.3732 0.9424 4.2342
H 3.1904 1.4130 -0.1606
H 3.0615 4.6931 -0.8173
C -1.0114 3.1441 -3.0234
N 0.6467 -2.4605 -0.0617
H 2.1988 5.1803 -2.2813
C 0.5176 -3.8954 -2.0448
C -1.7401 -1.5872 -3.0881
C -0.9026 -4.3208 -0.1262
H -3.0128 2.7716 5.1465
H -0.9663 -1.4293 -4.9552
H 5.5208 1.1906 3.4086
N 2.6006 -0.0364 1.1757
C -2.4827 -1.4895 -0.9100
H -4.9361 -1.1095 0.2002
C 4.7141 0.8443 2.7738
La -0.1264 0.1356 0.0946
H -1.3635 2.5106 -2.2114
C -1.2976 3.0333 3.8745
C -0.4373 2.3805 3.0162
C -0.5425 -4.6510 -1.4897
O -2.2964 -1.2462 0.2948
H -1.6386 -4.9132 0.4116
H -3.1833 -2.3538 -4.5638
C -3.0034 -2.0997 -3.5306
O 2.7400 3.1782 -2.1841
H -4.9525 -2.5996 -2.8377
N -0.3360 -1.6570 2.4583
H -4.4499 -2.7871 0.4657
S 0.7830 2.9981 0.0102
H 4.1393 -0.7727 4.0671
C 4.4559 1.4485 1.5578
H -0.7577 1.5816 -4.4706
H -0.9868 -5.4878 -2.0103
H 0.8322 -0.6573 3.8810
H -2.3580 2.3482 -4.4860
H 5.1214 4.2632 -2.1979
H -2.3850 -1.3385 2.4929
C -1.4560 0.3580 3.3665
C -1.2864 2.5321 -4.3762
H 0.6304 -2.3803 4.1749
F -1.7836 1.2749 -0.6925
H 1.8619 -2.2635 -1.7843
H -3.1206 0.3221 4.7141
H 4.5889 5.9483 -2.3371
C 2.9037 -0.6687 2.3223
H -1.1812 4.0934 4.0523
S 1.4492 0.6419 -2.3431
C 3.3985 0.9725 0.8032
C -1.5209 -1.1332 3.1233
N -0.7638 -1.3868 -3.9730
N -0.5175 1.0707 2.7351
C 2.1336 -1.9048 2.6933
H 0.3624 2.9213 2.5308
H -1.6978 -1.6287 4.0913
H 1.9457 -2.4681 1.7753
C 0.8005 -1.6299 3.3904
N -3.7334 -1.9264 -1.3096
C -0.2879 -3.2933 0.5149
N -1.5082 -1.3082 -1.8220
C -3.9602 -2.2372 -2.6039
C -0.5715 -3.0481 1.9778
H -1.4872 4.1184 -2.9192
H 4.2529 4.7975 -3.6433
C 3.9387 -0.2364 3.1481
H 0.9000 -4.1220 -3.0356
H 0.0568 -0.8760 -3.6695
C -4.7635 -2.0664 -0.2856
*
```

Atomic partial charges in e from the Mulliken method, atoms 1 to 8: atom 1 (H): 0.52, atom 2 (H): 0.49, atom 3 (H): 0.46, atom 4 (P): 1.24, atom 5 (C): -0.89, atom 6 (H): 0.53, atom 7 (C): -0.37, atom 8 (H): 0.38

No. 5
Computed, not measured: a molecular structure, C28H38CaGeN6O4SSi, with ωB97M-V/def2-TZVPD.

Output
Kohn-Sham gap ... 0.2207 Eh
E_tot ... -5161.49863 hartree

Geometry as ORCA input:
```
! wB97M-V def2-TZVPD RIJCOSX def2/J DEFGRID3
* xyz 0 1
H -2.8520 -3.9454 -1.9012
H -0.1043 -4.1668 1.3880
H 1.4653 2.4659 -1.5083
H 0.6663 3.0107 0.7297
S 5.9876 -1.7586 1.1322
C -5.4564 0.1849 -0.0021
H 2.2899 0.4914 -2.2417
C -4.1818 0.7325 0.0620
Si -1.8867 -2.9533 0.1736
O -0.6152 -2.1102 -0.7237
H -1.8463 6.7480 1.5704
C -0.5878 -2.1868 -2.9248
H 3.8390 -0.3315 -2.3679
Ge -1.4792 1.4342 -0.9421
H 2.0895 3.9559 -0.8450
H 4.6829 0.5280 -0.3995
C -1.6337 4.4195 -0.8833
H -1.2568 1.8165 -2.4504
H -2.3371 -2.3657 2.5360
H -1.9323 4.6900 2.9467
H -2.0135 -0.8981 1.5830
H -3.1841 0.1506 -3.1046
C -1.7973 5.7747 1.1002
C -3.2012 -3.3303 -1.0721
H -1.6312 -5.0264 1.4598
H 2.1321 -1.8803 -1.7425
C 3.4888 -2.4545 1.9858
C -0.9248 -1.6562 -4.2119
C 3.6583 0.8521 -0.5800
C -1.8441 4.6214 1.8693
H 4.1974 2.8966 -0.1825
C -5.9080 -0.3904 -1.1815
C -1.6770 3.2429 -0.1337
H -1.7974 2.4895 1.8831
C -1.6891 5.6680 -0.2789
H -0.6449 -5.0818 -0.0108
N 0.4717 -0.4748 2.7127
C -2.4925 -1.8799 1.5709
C 2.1144 2.8696 -0.7215
C -3.3274 0.7251 -1.0376
N 2.4120 -1.2074 -1.0367
H 1.4010 -2.8828 2.1900
H 3.7533 -3.4438 1.6347
Ca 0.7681 0.1421 0.2649
C 2.8539 0.1019 2.8852
H 4.9627 0.5015 2.6268
H -6.9019 -0.8150 -1.2367
N -1.0040 -1.5386 -1.9041
H 2.1633 2.7223 1.3254
C 1.8576 -0.8420 2.6838
H 3.1171 -1.6775 -0.4669
C -1.7746 3.3788 1.2530
O 5.4368 -1.8065 -0.2266
H -1.5594 4.3626 -1.9634
C 4.1663 -0.2278 2.5569
H -3.8642 1.1884 0.9957
C -3.8070 0.1550 -2.2171
C -5.0779 -0.3974 -2.2933
C 2.1788 -2.1361 2.2858
H -4.0045 -3.8796 -0.5743
C 4.4682 -1.4746 2.0348
C 3.5407 2.3463 -0.8616
H -3.5570 -1.6734 1.4583
N -1.1934 -1.2331 -5.2433
N 0.8076 -4.3542 -2.7221
O 6.8021 -0.5893 1.3963
H -6.1001 0.2160 0.8687
H -5.4245 -0.8227 -3.2271
O 6.4893 -3.0261 1.6121
C 3.0582 -0.0386 -1.6607
C -0.9819 -4.4433 0.8050
H 3.8979 2.5788 -1.8678
H -1.6549 6.5630 -0.8875
N 1.5201 2.4745 0.5788
H 0.2475 0.2292 3.4069
H -0.1103 -1.2832 2.9026
C 0.1848 -3.3950 -2.8170
H -3.6365 -2.4064 -1.4600
H 3.1792 0.6665 0.3903
H 2.6042 1.0906 3.2543
*
```

Atomic partial charges in e from the Mulliken method, atoms 1 to 8: atom 1 (H): 0.36, atom 2 (H): 0.19, atom 3 (H): 0.09, atom 4 (H): -0.01, atom 5 (S): 1.32, atom 6 (C): -0.58, atom 7 (H): 0.52, atom 8 (C): -0.20

No. 6
Computed, not measured: a molecular structure, C28H38CdN4O3P2S at a distorted geometry, with ωB97M-V/def2-TZVPD.

Output
Kohn-Sham gap ... 0.2218 Eh
E_tot ... -2782.93672 hartree

Geometry as ORCA input:
```
! wB97M-V def2-TZVPD RIJCOSX def2/J DEFGRID3
* xyz 0 1
C 4.6066 0.9986 -6.9159
H -2.2277 3.6920 -9.0308
O -2.5556 0.2805 0.8695
H 4.9940 1.6556 -9.0349
C 1.6006 -3.2208 -0.9545
H 2.2232 -2.5766 -1.5860
H 5.4363 1.4134 -6.3636
C -4.3836 -2.3864 -7.6260
C 2.2819 -3.7796 -7.8087
S -1.3377 -0.4942 0.6640
H 1.7055 -4.2524 -1.3066
H 0.2467 4.4662 -0.1671
H 2.9529 -5.6186 -8.8500
C -1.7523 3.1129 -6.8834
C 1.4533 1.7809 -3.5301
P -2.1159 -0.8578 -7.0641
C 3.1651 0.5143 -8.5928
C -1.8020 1.8493 -6.2958
H -1.0735 -2.2157 -8.7629
C 4.3658 1.1484 -8.3167
H 1.7459 4.6186 -1.8622
H -3.9448 -3.0627 -6.9112
C 1.0468 3.7699 -2.0217
H -1.2533 -0.9298 3.0958
H -1.1003 2.8796 -3.6370
H -6.2658 -3.2888 -8.3440
H 3.3579 -0.0947 -5.3955
H 0.2006 4.0911 -2.6506
H -1.6171 1.5562 -5.2808
H -1.2058 2.5100 0.3784
C 3.5706 0.2434 -6.3961
H -2.4599 1.0632 -9.3913
Cd -0.4347 -2.7686 -1.5311
C 0.4387 3.4818 -0.6514
C -2.2965 1.5813 -8.4645
H -1.6030 -0.6945 -9.4925
N 2.1698 -2.4498 -8.2200
H 0.3069 0.5395 -8.4112
H -4.2041 0.3792 -9.3625
H 2.6063 0.4689 -9.5120
C -5.5480 -2.4878 -8.3801
H 0.1125 0.3293 -2.5368
O -1.6838 -1.8746 0.0629
H 3.4055 -3.9182 -10.9413
C -1.5576 2.1639 -1.6066
H 1.1934 3.0153 -0.0088
O -0.2537 0.1111 -0.1168
H 2.1014 1.2427 -4.2299
C 2.6148 -2.3874 -9.5485
C 1.9238 2.7555 -2.7425
C 2.7824 -4.5466 -8.8595
H 0.1191 -1.6490 2.1840
C -1.1375 1.9536 -3.0423
H 1.9929 -4.0479 -6.8072
C -5.6130 -1.3243 -9.2119
H -2.0217 1.4220 -3.4186
H -1.4570 4.0421 -6.4079
N -2.1662 0.8953 -7.2535
N -3.7402 -1.1704 -7.9135
C -1.1041 -1.1255 -8.6139
H 0.7908 -0.7275 -9.5470
H -2.6146 1.9007 -1.3817
H 0.0782 0.1255 2.4926
C 0.1188 1.1062 -3.3281
P 1.3570 -1.2391 -7.1829
C 0.3145 -0.5489 -8.5691
N 2.6751 -0.0660 -7.4245
H -0.1211 0.6560 -4.3088
H 2.6184 -1.4653 -10.0988
C -0.5371 -0.7626 2.2813
H 3.0259 2.9412 -2.7001
H 1.9208 -3.1765 0.1014
C -0.8400 2.7176 -0.6281
C 3.0086 -3.6616 -9.9646
H -6.3788 -1.0822 -9.9355
C -2.1153 2.9379 -8.2603
C -4.4862 -0.5561 -8.9194
*
```

Atomic partial charges in e from the Mulliken method, atoms 1 to 8: atom 1 (C): -0.77, atom 2 (H): 0.44, atom 3 (O): -0.68, atom 4 (H): 0.44, atom 5 (C): -1.03, atom 6 (H): 0.27, atom 7 (H): 0.42, atom 8 (C): -0.41